Computed, not measured: a cluster of 13 separate species, C52H130O26 in total in a non-equilibrium geometry, with ωB97M-V/def2-TZVPD.

Properties
Calculated total energy in eV: -109242.0561
Energy relative to the best compared isomer or geometry (same formula, charge and spin) in kJ/mol: 767.1
Molar mass in g mol⁻¹: 1171.586
Gap between HOMO and LUMO in hartree: 0.3480

Geometry as XYZ:
```
208
C52H130O26 ωB97M-V/def2-TZVPD
C -0.38498 3.09819 8.10657
O 0.01462 2.98465 6.72950
C 0.31147 1.54575 6.43296
C 0.91948 1.53364 5.00292
O 1.52168 0.22459 4.66271
C 2.23468 -0.12341 3.46560
H -1.21351 2.41528 8.29447
H -0.63000 4.12727 8.36939
H 0.43950 2.89124 8.78884
H -0.55818 0.89282 6.35878
H 1.05292 1.11567 7.10629
H 1.63160 2.35783 4.96178
H 0.33467 1.77453 4.11519
H 2.22183 -1.19584 3.27111
H 3.22477 0.33081 3.42654
H 1.67915 0.31776 2.63803
C -4.04373 -2.58277 9.25881
O -3.31650 -1.49439 8.62216
C -1.81786 -1.52140 8.72570
C -1.07111 -2.67782 8.03351
O -0.93848 -3.93325 8.71238
C -0.46244 -4.93710 7.77364
H -3.48958 -3.02291 10.08785
H -4.46755 -3.32102 8.57804
H -4.86613 -2.07985 9.76757
H -1.40267 -1.51149 9.73347
H -1.45978 -0.61974 8.22882
H -0.06932 -2.37831 7.72562
H -1.55956 -2.90555 7.08605
H -1.11901 -5.16604 6.93424
H -0.25750 -5.91897 8.20028
H 0.53645 -4.68781 7.41559
C 3.46063 4.93193 8.33589
O 3.14735 4.96018 9.67783
C 4.16002 4.35357 10.46802
C 5.40655 5.10352 10.64125
O 6.19121 4.98530 9.50209
C 7.37083 4.24469 9.80636
H 3.90831 3.97172 8.07961
H 4.20901 5.62843 7.95784
H 2.49667 5.04933 7.84083
H 4.34123 3.32119 10.16895
H 3.65924 4.10235 11.40301
H 6.00249 4.92769 11.53681
H 5.12314 6.14081 10.81960
H 8.07272 4.15880 8.97686
H 7.15335 3.19226 9.98860
H 7.94660 4.73459 10.59159
C 1.31718 1.56173 11.74516
O 1.43737 1.36188 13.19539
C 0.17000 0.94721 13.67360
C 0.27868 -0.49813 14.14376
O -0.94489 -1.22188 14.09467
C -1.75101 -1.10327 15.33459
H 0.57372 2.33464 11.55033
H 1.16244 0.75970 11.02341
H 2.26866 1.95286 11.38487
H -0.60236 1.01090 12.90711
H -0.27679 1.47779 14.51441
H 0.89164 -0.63682 15.03435
H 1.03804 -1.01796 13.55960
H -1.07302 -1.41009 16.13102
H -2.71502 -1.61018 15.37726
H -2.00968 -0.05768 15.50180
C 11.35763 -8.25376 10.62305
O 10.32692 -7.50479 11.22886
C 9.85037 -6.35098 10.48166
C 9.87224 -6.49162 9.00138
O 9.15437 -7.53873 8.35286
C 7.83952 -7.16882 8.04931
H 11.05587 -8.93650 9.82874
H 11.74990 -8.83387 11.45833
H 12.17939 -7.64663 10.24330
H 10.62613 -5.60096 10.63576
H 8.91215 -5.91076 10.81940
H 10.89342 -6.58662 8.63223
H 9.59807 -5.58972 8.45411
H 7.79464 -6.63981 7.09734
H 7.22617 -6.90496 8.91087
H 7.52685 -8.18660 7.81595
C 7.47303 2.13660 6.20604
O 6.32393 2.03515 5.32538
C 5.12065 2.58667 5.86209
C 4.28123 3.17667 4.74958
O 3.47579 4.13910 5.40072
C 2.71994 4.96676 4.49343
H 7.35924 1.76400 7.22404
H 7.90801 3.12151 6.37588
H 8.31723 1.55862 5.83004
H 5.40856 3.34455 6.59068
H 4.58010 1.77170 6.34346
H 3.60240 2.40235 4.39222
H 4.96942 3.63765 4.04105
H 3.37917 5.63279 3.93674
H 2.14725 5.53456 5.22674
H 2.12365 4.35865 3.81318
C 11.96380 -3.07297 7.34693
O 11.28977 -2.16705 6.55838
C 12.06083 -1.07875 5.93917
C 12.24396 0.13696 6.85493
O 13.60202 0.55192 6.92734
C 13.97450 1.58661 5.95813
H 12.42047 -2.78194 8.29290
H 12.78604 -3.46552 6.74866
H 11.26377 -3.88319 7.55087
H 11.60182 -0.75439 5.00525
H 12.98898 -1.46569 5.51856
H 12.04276 -0.28050 7.84151
H 11.48870 0.91960 6.78324
H 13.14550 2.29365 5.92687
H 14.13188 1.19659 4.95254
H 14.91689 2.10471 6.13578
C 1.80922 -3.00142 10.78045
O 2.33704 -2.81596 12.10419
C 2.99726 -3.96475 12.63474
C 3.46990 -3.73866 14.15580
O 4.57561 -2.88385 14.18892
C 4.25540 -1.45665 13.99235
H 1.24242 -3.93247 10.78170
H 2.63144 -2.96915 10.06559
H 1.11596 -2.31016 10.30122
H 3.85594 -4.23945 12.02210
H 2.38221 -4.85764 12.74671
H 3.78648 -4.67011 14.62512
H 2.66204 -3.29619 14.73863
H 3.56591 -1.06071 14.73797
H 3.96667 -1.01609 13.03809
H 5.20751 -0.99025 14.24545
C 5.21807 2.12433 13.73443
O 5.95766 2.74550 14.75716
C 5.31884 3.56036 15.71829
C 4.74294 4.97650 15.13895
O 3.68886 4.83265 14.25199
C 2.51050 4.16972 14.81624
H 4.33341 1.68485 14.19525
H 5.56756 1.32764 13.07775
H 4.80432 2.93485 13.13445
H 6.17063 3.63890 16.39383
H 4.51744 3.04510 16.24781
H 5.53990 5.65690 14.83891
H 4.35341 5.53410 15.99068
H 1.68590 4.14197 14.10394
H 2.18542 4.64580 15.74132
H 2.75450 3.11036 14.89548
C 3.94982 -6.15583 9.27599
O 4.23163 -7.26280 8.36592
C 4.13956 -7.07124 6.94361
C 4.23606 -5.68084 6.41140
O 3.31687 -4.62028 6.75773
C 3.01160 -3.60457 5.86655
H 3.63602 -6.65504 10.19274
H 3.06855 -5.53678 9.10790
H 4.86247 -5.64870 9.58903
H 3.24646 -7.55754 6.55121
H 4.96383 -7.65466 6.53338
H 4.32630 -5.82062 5.33417
H 5.19024 -5.23534 6.69275
H 2.35254 -2.85723 6.30837
H 2.46517 -4.10166 5.06504
H 3.87539 -3.03725 5.51998
C 4.07461 -1.43911 8.02621
O 4.67584 -0.38912 8.63820
C 4.87487 -0.47257 10.04083
C 6.02250 -1.45758 10.53359
O 7.39595 -1.06852 10.33976
C 7.89289 -1.49954 9.04726
H 4.75384 -2.29155 8.01655
H 3.94060 -1.15236 6.98319
H 3.09209 -1.75787 8.37427
H 3.93385 -0.68131 10.54976
H 5.30953 0.49066 10.30794
H 5.70808 -2.41301 10.11360
H 5.84931 -1.62416 11.59677
H 7.09326 -1.17697 8.38043
H 8.10745 -2.56649 9.10799
H 8.75474 -0.88717 8.78207
C 7.39464 -2.62683 5.11553
O 7.87543 -3.94060 4.91294
C 9.28597 -4.11975 4.57581
C 9.86790 -5.48772 4.85954
O 11.00292 -5.44697 5.72179
C 11.72222 -6.71128 5.70113
H 7.52944 -2.42499 6.17816
H 6.34484 -2.68670 4.82840
H 7.99729 -1.91760 4.54816
H 9.72679 -3.30681 5.15280
H 9.48716 -3.83871 3.54206
H 10.00207 -5.96885 3.89072
H 9.12649 -6.08887 5.38586
H 12.01945 -6.92002 4.67343
H 10.97635 -7.43910 6.02060
H 12.55925 -6.92637 6.36538
C 12.37933 -1.43242 13.28829
O 11.26646 -0.69712 13.58302
C 10.00616 -1.26923 13.24051
C 9.59483 -2.53660 14.11722
O 9.79758 -2.05084 15.42802
C 9.70518 -3.04927 16.43288
H 13.27779 -0.87965 13.56275
H 12.39499 -1.60913 12.21282
H 12.38097 -2.41247 13.76534
H 10.19431 -1.63751 12.23201
H 9.27426 -0.46155 13.25027
H 10.29699 -3.31935 13.83024
H 8.55381 -2.76360 13.88732
H 8.90477 -3.78108 16.32387
H 9.48586 -2.65469 17.42500
H 10.65836 -3.57613 16.47722
```

Computed, not measured: a structure of composition C52H132BN12O20Pb in a non-equilibrium geometry, with ωB97M-V/def2-TZVPD.

Properties
Calculated total energy in eV: -120814.5581
Energy relative to the best compared isomer or geometry (same formula, charge and spin) in kJ/mol: 46.0
Molar mass in g mol⁻¹: 1463.704
Charge: +1
Gap between HOMO and LUMO in hartree: 0.2364

Geometry as XYZ:
```
218
C52H132BN12O20Pb ωB97M-V/def2-TZVPD
Pb 0.85203 -1.97572 -5.12794
O 1.39101 1.34318 -2.54770
C 0.99301 0.72135 -1.60434
O 0.85480 1.18844 -0.38452
B 0.24101 0.16451 0.48140
O 0.01562 -0.97771 -0.40026
C 0.44905 -0.73840 -1.57775
O 0.47734 -1.52198 -2.49817
O -1.00229 0.64014 1.12544
C -0.85902 0.68384 2.43345
O -1.61563 1.14976 3.22756
C 0.52027 0.05113 2.73200
O 1.10497 -0.23578 1.58739
O 0.94750 -0.14569 3.83295
C 4.47365 -1.74186 4.90130
C 4.81316 -0.39850 4.25062
C 6.22684 -0.29362 3.70603
O 6.40707 0.94684 3.06165
C 7.74454 1.21812 2.71884
N 3.88256 -0.30777 3.12116
H 5.17743 -1.92704 5.72271
H 4.53894 -2.66864 4.32786
H 3.45721 -1.74507 5.29720
H 4.64073 0.41739 4.96158
H 6.39882 -1.05807 2.93442
H 6.93575 -0.53734 4.50640
H 8.37348 1.41854 3.59083
H 7.74921 2.11290 2.09865
H 8.16527 0.38207 2.15023
H 2.95088 -0.08788 3.47906
H 4.10121 0.49677 2.53447
C -4.79669 0.62760 3.30382
C -6.32530 0.54478 3.22944
C -6.86728 -0.50527 2.27645
O -8.20233 -0.18685 1.94168
C -8.68792 -0.89946 0.84154
N -6.81772 0.41316 4.61365
H -4.33024 0.96445 2.37531
H -4.43309 -0.34474 3.63990
H -4.49301 1.40437 4.00677
H -6.62008 1.50523 2.78099
H -6.82282 -1.53434 2.65469
H -6.26555 -0.49070 1.35855
H -9.69342 -0.55514 0.61870
H -8.56076 -1.98807 0.85538
H -8.08160 -0.64678 -0.04685
H -7.83149 0.35275 4.45870
H -6.80083 1.35065 5.01511
C 3.01511 -4.49880 0.11349
C 2.76666 -3.23684 0.95970
C 2.10534 -3.55034 2.27537
O 0.90039 -4.26982 2.16856
C -0.12555 -3.61711 1.43863
N 4.07795 -2.57232 1.09854
H 3.48830 -5.33275 0.63410
H 3.48514 -4.37286 -0.86196
H 2.00476 -4.85822 -0.12377
H 2.08099 -2.58297 0.41275
H 2.03833 -2.60203 2.82787
H 2.81543 -4.09903 2.90238
H -0.23772 -2.61045 1.86303
H -1.05806 -4.15175 1.57649
H 0.19853 -3.49037 0.40364
H 4.77651 -3.21103 1.46910
H 3.96245 -1.88184 1.86171
C 0.20415 5.17479 -2.54997
C -1.12482 5.22593 -1.78706
C -0.96283 4.71153 -0.39110
O -2.16606 4.76919 0.34188
C -2.36631 3.73626 1.28520
N -1.62755 6.58908 -1.88887
H 0.01539 5.39973 -3.60351
H 0.63585 4.17017 -2.49082
H 0.96408 5.89671 -2.24986
H -1.76793 4.52424 -2.34485
H -0.19586 5.28230 0.14580
H -0.62010 3.67149 -0.46413
H -1.63555 3.76594 2.09722
H -2.32646 2.80993 0.70468
H -3.34371 3.74491 1.76639
H -2.48640 6.64493 -1.34433
H -1.92530 6.74904 -2.84553
C 0.28576 -3.27845 11.02879
C -0.64111 -2.81258 9.89329
C 0.15055 -2.29728 8.71416
O -0.80800 -1.95851 7.72104
C -0.31962 -0.99040 6.81085
N -1.46148 -3.96621 9.49501
H -0.33219 -3.74613 11.79420
H 0.81912 -2.44939 11.50776
H 1.05964 -3.96441 10.67995
H -1.33227 -2.01509 10.17939
H 0.74260 -3.15867 8.36439
H 0.86739 -1.51427 8.97106
H -1.11014 -0.82080 6.08293
H 0.52196 -1.36152 6.21063
H 0.00523 -0.03983 7.24144
H -0.78006 -4.69613 9.26561
H -1.86344 -4.41371 10.31548
C -2.27506 1.58446 -4.44281
C -1.66632 0.18528 -4.40047
C -2.35394 -0.78393 -5.34901
O -1.76371 -2.04792 -5.16736
C -2.51139 -3.11576 -5.70725
N -0.22261 0.29526 -4.76904
H -3.36545 1.53648 -4.34110
H -2.32227 1.86280 -5.50333
H -1.76281 2.29952 -3.80856
H -1.68333 -0.30468 -3.42283
H -2.22338 -0.51801 -6.40395
H -3.41303 -0.83353 -5.07214
H -2.79113 -2.95352 -6.75201
H -3.39786 -3.29001 -5.09028
H -1.89869 -4.01395 -5.64553
H 0.25575 0.84796 -4.05904
H -0.25792 0.85988 -5.64515
C 3.39345 4.44324 -1.32051
C 3.70392 4.51830 -2.82396
C 4.91896 5.36289 -3.14956
O 4.73498 6.66831 -2.61753
C 5.80674 7.52383 -2.92370
N 3.93141 3.14571 -3.34819
H 2.77351 3.58321 -1.06191
H 2.97128 5.39976 -1.02383
H 4.32655 4.17504 -0.81331
H 2.82905 4.93771 -3.32314
H 4.93530 5.54658 -4.23077
H 5.83984 4.87667 -2.81169
H 5.90173 7.61471 -4.01517
H 6.77727 7.27907 -2.49060
H 5.53726 8.54714 -2.66072
H 3.26926 2.54413 -2.87336
H 4.86294 2.89060 -3.03173
C -5.27548 -2.74595 -0.02767
C -3.94401 -2.46275 -0.70892
C -3.52465 -1.01335 -0.50187
O -4.49668 -0.16451 -1.03618
C -4.39356 1.20986 -0.80114
N -2.98128 -3.37878 -0.07333
H -6.18361 -2.30155 -0.45133
H -5.28370 -2.40442 1.00827
H -5.56324 -3.80067 -0.03229
H -4.06664 -2.71901 -1.76443
H -2.54705 -0.78431 -0.94910
H -3.34324 -0.86631 0.57271
H -3.44532 1.66165 -1.10868
H -4.53124 1.37393 0.27830
H -5.26855 1.70755 -1.21733
H -3.39629 -4.20968 0.31826
H -2.42722 -2.94770 0.65233
C -1.09791 -4.77049 -2.28297
C 0.35899 -4.71954 -2.74469
C 1.10699 -5.99893 -2.37292
O 2.44691 -5.91196 -2.80540
C 3.15374 -7.13196 -2.57389
N 0.38123 -4.46721 -4.19857
H -1.64263 -3.87009 -2.57201
H -1.13469 -4.88348 -1.20142
H -1.68680 -5.57592 -2.73595
H 0.78717 -3.84928 -2.24343
H 0.57574 -6.83264 -2.85314
H 0.99436 -6.18163 -1.30077
H 2.74690 -7.58739 -1.66932
H 4.18321 -6.83288 -2.37725
H 3.17677 -7.86960 -3.37794
H 1.25682 -4.90561 -4.51712
H -0.24333 -5.18983 -4.57283
C 4.30345 0.36373 -7.26949
C 3.48089 -0.62397 -6.42815
C 3.89361 -0.77311 -4.95422
O 3.05914 -1.74108 -4.25516
C 3.58668 -1.94914 -2.94728
N 2.04732 -0.23655 -6.56203
H 4.07203 0.33858 -8.33453
H 5.37744 0.16044 -7.21480
H 4.21255 1.40162 -6.94830
H 3.61285 -1.56264 -6.97606
H 3.78003 0.19611 -4.45952
H 4.91145 -1.14711 -4.85063
H 3.62162 -1.08213 -2.28526
H 4.62337 -2.30002 -2.98916
H 3.08028 -2.78056 -2.45814
H 1.86356 -0.24888 -7.56273
H 1.97584 0.75916 -6.30683
C 1.43604 5.03282 -6.13774
C 0.95192 3.56907 -6.05083
C 0.43904 3.09506 -7.41284
O -0.10075 1.79124 -7.19894
C -0.81092 1.30118 -8.32542
N 2.14586 2.77528 -5.71934
H 1.93087 5.36304 -5.22739
H 0.63711 5.75902 -6.31327
H 2.15003 5.09110 -6.96054
H 0.16437 3.32983 -5.33692
H 1.23011 3.04587 -8.16680
H -0.37865 3.75377 -7.72178
H -0.17942 0.99372 -9.16532
H -1.45371 2.09958 -8.70517
H -1.44421 0.44303 -8.11424
H 2.51019 2.96752 -4.78153
H 2.92098 3.06002 -6.31018
C -5.40801 0.70925 8.14604
C -4.12087 0.46483 7.40678
C -3.43100 1.80704 7.06710
O -2.07899 1.47937 6.71653
C -1.40800 2.54006 6.10593
N -3.17725 -0.32697 8.28569
H -5.97006 1.47017 7.59921
H -5.18440 1.04106 9.16200
H -6.00476 -0.19469 8.26368
H -4.17602 -0.18393 6.53211
H -3.29866 2.41734 7.97044
H -3.87956 2.39121 6.25856
H -0.33025 2.42560 5.99254
H -1.54578 3.44862 6.71182
H -1.74297 2.85240 5.11045
H -3.28666 0.03830 9.23265
H -2.30509 0.10219 7.98749
```